Density functional theory data (ωB97M-V/def2-TZVPD) for the molecule C18H19NO2S2 at a distorted geometry.

SMILES = CCN(CC)C(=S)S/C(=C/C(=O)c1ccco1)c1ccccc1
Relative energy (zero: lowest compared OMol25 entry of this formula, charge and spin) = 458.0 kJ/mol
Molecular weight = 345.49 g/mol
HOMO energy = -8.05 eV
Total charge = 0

XYZ file:
```
42
C18H19NO2S2 ωB97M-V/def2-TZVPD
O -0.24 -2.24 1.25
S 0.43 -0.28 -3.61
O -1.10 0.47 3.27
S 1.25 1.43 -1.32
C -0.15 -1.08 1.59
C -0.06 0.75 -2.38
C -1.26 0.52 4.64
C -1.02 -0.68 5.15
C -0.54 -1.57 4.06
C -0.62 -0.78 2.95
C 0.04 -0.03 0.62
C 1.23 0.26 -0.02
C 4.64 -2.21 0.16
C 3.95 -2.21 -1.00
C 4.22 -1.44 1.37
C 2.82 -1.37 -1.09
C 3.07 -0.58 1.16
C 2.37 -0.61 0.01
N -1.43 1.14 -2.20
C -2.92 -0.81 -2.13
C -1.87 3.67 -2.37
C -2.49 0.40 -2.91
C -1.87 2.39 -1.49
H -1.61 1.34 5.25
H -1.28 -0.89 6.17
H -0.08 -2.58 4.17
H -0.78 0.52 0.47
H 5.48 -2.93 0.28
H 4.22 -2.81 -1.88
H 4.81 -1.36 2.29
H 2.42 -1.33 -2.05
H 2.73 0.07 2.02
H -2.25 -1.63 -2.08
H -3.23 -0.37 -1.16
H -3.87 -1.08 -2.66
H -2.80 3.76 -2.90
H -1.14 3.55 -3.14
H -1.68 4.57 -1.73
H -2.11 0.07 -3.85
H -3.30 1.05 -3.21
H -2.90 2.36 -1.02
H -1.10 2.54 -0.68
```

These are the Mulliken partial charges, in e, on atoms 1 to 8:
1. O -0.598
2. S -0.312
3. O -0.296
4. S -0.113
5. C -0.004
6. C 0.354
7. C -0.415
8. C -0.348

Density functional theory data (ωB97M-V/def2-TZVPD) for the molecule C17H31N5O2 at a distorted geometry.

SMILES = CC(C)CCc1noc(CN2CCN(CC(=O)NC(C)C)CC2)n1
Relative energy (zero: lowest compared OMol25 entry of this formula, charge and spin) = 16.5 kJ/mol
Molecular weight = 337.47 g/mol
HOMO energy = -8.60 eV
Total charge = 0

XYZ file:
```
55
C17H31N5O2 ωB97M-V/def2-TZVPD
C -3.04 -0.13 5.84
H -3.01 -1.01 6.48
H -4.06 0.01 5.49
H -2.76 0.74 6.43
C -2.08 -0.29 4.66
C -2.13 0.95 3.77
H -1.58 0.78 2.85
H -1.70 1.81 4.28
H -3.16 1.18 3.50
C -0.66 -0.56 5.19
H -0.36 0.26 5.83
H -0.69 -1.47 5.79
C 0.40 -0.73 4.09
C 0.00 -1.77 3.12
N 0.09 -3.06 3.32
O -0.40 -3.64 2.19
C -0.76 -2.64 1.37
N -0.54 -1.48 1.89
C -1.33 -2.97 0.02
N -1.03 -2.02 -1.02
C 0.39 -1.83 -1.22
C 0.62 -0.95 -2.46
N -0.07 0.33 -2.39
C 0.58 1.28 -1.50
C 1.88 1.81 -2.12
O 2.83 2.16 -1.45
N 1.82 1.89 -3.46
H 0.99 1.52 -3.90
C 2.92 2.32 -4.30
C 3.46 1.14 -5.10
H 4.31 1.45 -5.71
H 3.79 0.35 -4.44
H 2.69 0.75 -5.76
C 2.47 3.45 -5.21
H 1.68 3.10 -5.88
H 3.30 3.81 -5.81
H 2.08 4.28 -4.62
H 3.70 2.68 -3.61
H 0.83 0.88 -0.50
H -0.08 2.14 -1.36
C -1.47 0.11 -2.10
C -1.71 -0.74 -0.85
H -2.78 -0.93 -0.73
H -1.34 -0.21 0.04
H -1.97 1.07 -2.00
H -1.89 -0.42 -2.97
H 1.69 -0.77 -2.60
H 0.23 -1.47 -3.34
H 0.86 -2.80 -1.39
H 0.87 -1.36 -0.35
H -2.42 -3.05 0.12
H -0.94 -3.95 -0.27
H 1.34 -1.03 4.55
H 0.54 0.20 3.55
H -2.40 -1.16 4.07
```

These are the Mulliken partial charges, in e, on atoms 1 to 8:
1. C -1.692
2. H 0.416
3. H 0.406
4. H 0.353
5. C 1.051
6. C -1.281
7. H 0.142
8. H 0.304

Density functional theory data (ωB97M-V/def2-TZVPD) for the molecule C4H11NSi2 at a distorted geometry.

SMILES = C=C[SiH2]N[SiH2]C=C
Relative energy (zero: lowest compared OMol25 entry of this formula, charge and spin) = 24.4 kJ/mol
Molecular weight = 129.31 g/mol
HOMO energy = -9.49 eV
Total charge = 0

XYZ file:
```
18
C4H11NSi2 ωB97M-V/def2-TZVPD
C -2.95 -0.65 1.47
C 2.89 -1.03 -0.86
C -2.09 0.08 0.70
C 2.63 -0.05 -0.03
N 0.04 0.61 -1.09
Si -1.37 -0.49 -0.93
Si 1.06 0.96 0.25
H -3.41 -0.45 2.39
H -3.31 -1.42 0.81
H 3.84 -1.56 -0.96
H 2.15 -1.06 -1.69
H -1.85 1.08 0.97
H 3.38 0.10 0.79
H 0.48 0.78 -2.03
H -2.21 -0.35 -2.17
H -0.99 -1.90 -0.60
H 1.40 2.31 0.56
H 0.23 0.45 1.32
```

These are the Mulliken partial charges, in e, on atoms 1 to 8:
1. C -0.745
2. C -0.478
3. C -0.271
4. C -0.288
5. N -0.141
6. Si 0.242
7. Si 0.232
8. H 0.338

Density functional theory data (ωB97M-V/def2-TZVPD) for the molecule C20H23N5O6S at a distorted geometry.

SMILES = CCOc1ccc(NC(=O)COn2nnc3ccc(S(=O)(=O)N4CCOCC4)cc32)cc1
Relative energy (zero: lowest compared OMol25 entry of this formula, charge and spin) = 565.0 kJ/mol
Molecular weight = 461.50 g/mol
HOMO energy = -8.35 eV
Total charge = 0

XYZ file:
```
55
C20H23N5O6S ωB97M-V/def2-TZVPD
C -7.66 -0.39 1.62
C -7.25 -1.11 0.34
O -5.86 -1.40 0.30
C -4.97 -0.42 0.04
C -5.27 0.89 -0.33
C -4.26 1.79 -0.59
C -2.92 1.42 -0.50
C -2.61 0.11 -0.12
C -3.62 -0.79 0.14
H -3.38 -1.80 0.42
H -1.59 -0.20 -0.03
N -1.95 2.39 -0.79
C -0.61 2.25 -0.82
O 0.00 1.23 -0.56
C 0.12 3.55 -1.20
H -0.08 4.33 -0.46
H -0.20 3.89 -2.19
O 1.52 3.36 -1.34
N 2.12 3.01 -0.17
C 2.70 1.82 0.14
C 2.87 0.61 -0.54
C 3.42 -0.40 0.21
C 3.84 -0.24 1.54
C 3.71 0.96 2.19
C 3.10 2.00 1.48
N 2.74 3.26 1.85
N 2.16 3.83 0.87
H 4.03 1.10 3.21
H 4.27 -1.10 2.02
S 3.44 -2.04 -0.50
O 3.69 -1.96 -1.91
O 4.26 -2.89 0.30
N 1.87 -2.57 -0.32
C 1.40 -2.69 1.04
H 2.19 -3.17 1.62
C 0.12 -3.53 1.03
H -0.32 -3.57 2.03
O -0.86 -2.96 0.19
C -0.38 -2.85 -1.13
H -1.20 -2.40 -1.71
C 0.87 -1.98 -1.20
H 1.29 -1.97 -2.20
H 0.63 -0.96 -0.88
H -0.16 -3.85 -1.53
H 0.36 -4.55 0.69
H 1.18 -1.70 1.47
H 2.59 0.47 -1.56
H -2.32 3.30 -1.03
H -4.52 2.80 -0.88
H -6.29 1.22 -0.42
H -7.73 -2.09 0.29
H -7.55 -0.53 -0.55
H -8.74 -0.24 1.62
H -7.39 -1.00 2.48
H -7.17 0.57 1.70
```

These are the Mulliken partial charges, in e, on atoms 1 to 8:
1. C -1.038
2. C -0.446
3. O -0.468
4. C 0.811
5. C -0.515
6. C -1.074
7. C 0.241
8. C -0.202

Density functional theory data (ωB97M-V/def2-TZVPD) for the molecule C21H33NO.

SMILES = OCC1(Cc2ccccc2)CCN(CCCC2CCCC2)CC1
Relative energy (zero: lowest compared OMol25 entry of this formula, charge and spin) = 4.6 kJ/mol
Molecular weight = 315.50 g/mol
HOMO energy = -8.52 eV
Total charge = 0

XYZ file:
```
56
C21H33NO ωB97M-V/def2-TZVPD
O -2.84 -2.81 0.12
H -3.64 -2.79 -0.42
C -2.63 -1.53 0.64
C -2.38 -0.45 -0.43
C -1.22 -0.86 -1.35
C 0.14 -0.78 -0.66
N 0.37 0.56 -0.16
C -0.62 0.88 0.85
C -2.01 0.88 0.24
H -2.74 1.13 1.01
H -2.04 1.67 -0.52
H -0.40 1.89 1.23
H -0.57 0.18 1.71
C 1.74 0.76 0.30
C 2.68 1.03 -0.88
C 4.13 1.28 -0.43
C 5.08 0.13 -0.78
C 6.51 0.43 -0.31
H 7.21 -0.18 -0.88
C 6.53 0.00 1.17
H 6.41 0.86 1.82
H 7.49 -0.47 1.42
C 5.36 -0.98 1.35
H 4.61 -0.56 2.02
H 5.69 -1.93 1.77
C 4.77 -1.17 -0.05
H 5.28 -2.00 -0.56
H 3.71 -1.40 -0.03
H 6.78 1.47 -0.43
H 5.06 -0.01 -1.87
H 4.15 1.44 0.65
H 4.51 2.19 -0.90
H 2.66 0.20 -1.58
H 2.30 1.91 -1.40
H 2.09 -0.11 0.88
H 1.75 1.63 0.96
H 0.91 -1.02 -1.39
H 0.20 -1.52 0.15
H -1.20 -0.20 -2.21
H -1.38 -1.88 -1.69
C -3.65 -0.27 -1.31
C -4.88 0.11 -0.54
C -5.16 1.45 -0.27
C -6.28 1.81 0.45
C -7.15 0.84 0.92
C -6.90 -0.49 0.64
C -5.78 -0.85 -0.08
H -5.61 -1.89 -0.30
H -7.58 -1.25 0.99
H -8.03 1.13 1.48
H -6.47 2.86 0.65
H -4.49 2.22 -0.64
H -3.43 0.50 -2.05
H -3.83 -1.20 -1.85
H -3.48 -1.22 1.27
H -1.75 -1.63 1.29
```

These are the Mulliken partial charges, in e, on atoms 1 to 8:
1. O -0.592
2. H 0.399
3. C -1.339
4. C 1.893
5. C -1.570
6. C -0.506
7. N 0.328
8. C -0.969

Density functional theory data (ωB97M-V/def2-TZVPD) for a structure of composition C12H14N2PPdS at a distorted geometry.

Molecular weight = 355.72 g/mol
HOMO energy (spin up / spin down) = 0.44 / -3.89 eV
Total charge = -1
2S+1 = 3
Expectation value of S² = 2.03

XYZ file:
```
31
C12H14N2PPdS ωB97M-V/def2-TZVPD
C 0.68 0.33 -3.34
C -0.49 -0.51 -3.54
C -0.24 -1.78 -3.00
C 1.09 -1.81 -2.49
C 1.72 -0.54 -2.75
Pd 0.62 0.41 -1.15
P -0.25 2.50 -1.25
H 0.88 1.33 -3.72
H -1.38 -0.20 -4.08
H -0.92 -2.63 -3.04
H 2.78 -0.28 -2.67
H 1.62 -2.68 -2.11
H -1.37 2.84 -0.43
H -0.77 2.83 -2.53
H 0.69 3.55 -0.98
N -0.39 -2.95 0.10
C -0.41 -1.89 0.90
N 0.02 -0.64 0.70
C -0.02 0.12 1.87
C 0.33 1.46 2.00
C 0.12 2.09 3.23
C -0.43 1.41 4.31
C -0.76 0.05 4.19
C -0.54 -0.59 2.98
S -0.91 -2.25 2.56
H -0.78 -3.80 0.49
H -0.21 -2.88 -0.90
H 0.71 1.97 1.12
H 0.40 3.14 3.32
H -0.62 1.93 5.24
H -1.18 -0.52 5.01
```

These are the Mulliken partial charges, in e, on atoms 1 to 8:
1. C -0.879
2. C -0.345
3. C -0.170
4. C -0.426
5. C -1.084
6. Pd 0.218
7. P -0.124
8. H 0.794

Density functional theory data (ωB97M-V/def2-TZVPD) for the molecule C4H5N3 at a distorted geometry.

SMILES = CNC(C#N)C#N
Relative energy (zero: lowest compared OMol25 entry of this formula, charge and spin) = 183.6 kJ/mol
Molecular weight = 95.10 g/mol
HOMO energy = -10.60 eV
Total charge = 0

XYZ file:
```
12
C4H5N3 ωB97M-V/def2-TZVPD
C 0.45 1.44 -0.66
N -0.58 0.41 -0.55
C -0.29 -0.49 0.55
C -1.43 -1.33 0.95
N -2.30 -1.97 1.36
C 0.91 -1.33 0.32
N 1.87 -1.93 0.05
H 0.45 2.02 0.27
H 0.19 2.12 -1.47
H 1.46 1.05 -0.82
H -0.66 -0.12 -1.42
H -0.08 0.15 1.42
```

These are the Mulliken partial charges, in e, on atoms 1 to 8:
1. C -0.865
2. N -0.407
3. C 0.516
4. C -0.093
5. N -0.373
6. C 0.163
7. N -0.393
8. H 0.300

Density functional theory data (ωB97M-V/def2-TZVPD) for a structure of composition C22H25FN2O5S at a distorted geometry.

Relative energy (zero: lowest compared OMol25 entry of this formula, charge and spin) = 1818.2 kJ/mol
Molecular weight = 448.52 g/mol
HOMO energy = -8.09 eV
Total charge = 0

XYZ file:
```
56
C22H25FN2O5S ωB97M-V/def2-TZVPD
C -5.90 -1.60 0.66
C -5.29 -0.47 1.45
H -6.12 0.23 1.80
H -4.80 -0.88 2.26
O -4.61 0.28 0.55
C -3.41 0.06 0.60
O -2.91 -0.95 1.18
C -2.65 1.21 -0.41
C -2.04 0.53 -1.59
C -1.05 1.44 -2.26
N -0.13 2.22 -1.35
C 1.08 1.62 -1.57
O 1.46 0.43 -2.37
C 2.27 2.19 -0.57
C 2.35 3.46 -0.52
C 3.26 3.95 0.57
C 4.25 2.96 1.14
C 4.12 1.71 0.92
C 3.31 1.35 -0.10
N 3.19 -0.05 -0.24
S 3.62 -1.34 0.59
O 4.87 -1.68 0.52
O 3.42 -0.79 2.08
C 2.44 -2.55 0.35
C 3.03 -3.55 -0.69
C 2.27 -4.71 -0.88
C 0.84 -4.77 -0.65
C 0.34 -3.31 -0.06
C 1.06 -2.49 0.51
C 0.63 -1.27 1.12
H 0.72 -0.27 0.33
H -0.49 -1.38 1.16
H 1.19 -0.96 1.97
H -0.79 -3.53 0.10
F -0.04 -5.63 -1.05
H 2.61 -5.42 -1.32
H 4.13 -3.77 -0.75
H 2.69 -0.31 -0.92
H 4.84 1.13 1.31
H 4.84 3.64 1.86
H 3.49 4.97 0.76
H 1.56 4.22 -0.67
C -0.72 2.70 -0.22
H -1.23 3.46 -0.61
C -1.65 1.91 0.51
H -0.80 1.00 1.04
H -1.93 2.34 1.41
H 0.31 2.97 0.43
H -1.66 2.41 -2.73
H -0.72 1.05 -3.03
H -1.36 -0.29 -1.20
H -2.74 0.17 -2.22
H -3.17 2.00 -0.72
H -6.54 -2.33 1.26
H -6.38 -1.28 -0.16
H -5.07 -2.09 0.42
```

These are the Mulliken partial charges, in e, on atoms 1 to 8:
1. C -1.320
2. C -0.231
3. H 0.288
4. H 0.392
5. O -0.241
6. C 0.170
7. O -0.725
8. C -0.240